Entry 1:
One molecule with the formula C23H29N3O4, computed with wB97M-V/def2-TZVPD.

Structure (XYZ):
```
59
Properties=species:S:1:pos:R:3:forces:R:3:mulliken_charge:R:1
C 3.309 2.446 0.448 -0.252 0.320 -0.235 -0.864
C 2.988 3.713 -0.345 0.269 -0.088 0.119 -0.361
O 1.788 3.642 -1.078 -0.172 -0.035 -0.147 -0.362
C 0.614 3.726 -0.298 -0.178 -0.030 -0.124 0.019
C -0.581 3.720 -1.246 0.132 0.039 0.327 -0.487
H -0.517 4.590 -1.899 0.010 0.027 -0.060 0.365
C -1.922 3.734 -0.507 0.092 0.044 -0.364 -0.990
N -2.137 2.526 0.258 0.221 0.377 0.247 -0.113
C -2.753 1.454 -0.271 -0.016 -0.195 0.604 0.361
O -3.337 1.443 -1.332 -0.104 -0.024 -0.398 -0.679
C -2.619 0.206 0.645 -0.161 0.289 -0.103 0.042
N -1.268 -0.313 0.494 -0.112 -0.165 -0.184 -0.055
C -0.211 0.194 1.155 0.006 -0.118 -0.112 0.244
O -0.313 1.140 1.929 0.037 0.015 0.322 -0.838
C 1.092 -0.466 0.891 0.291 -0.013 -0.037 0.772
C 2.028 -0.515 1.921 -0.132 -0.008 -0.092 -0.751
C 3.265 -1.085 1.718 -0.016 -0.029 -0.086 -0.717
C 3.604 -1.607 0.469 -0.368 0.122 -0.100 1.034
C 2.680 -1.539 -0.572 0.149 -0.131 -0.201 -0.926
C 1.438 -0.976 -0.357 -0.074 0.110 0.363 -0.611
H 0.751 -0.905 -1.188 -0.062 0.006 -0.095 0.420
H 2.945 -1.923 -1.543 0.009 0.002 -0.009 0.521
N 4.873 -2.165 0.320 0.111 0.121 0.436 -0.170
C 5.425 -2.779 -0.773 0.433 -0.120 0.191 0.801
O 4.858 -2.939 -1.827 -0.137 -0.019 -0.230 -0.605
C 6.843 -3.242 -0.509 -0.047 -0.066 -0.242 -1.328
H 7.474 -2.393 -0.252 0.069 0.047 0.054 0.334
H 6.859 -3.955 0.313 0.034 -0.038 0.086 0.336
H 7.233 -3.718 -1.403 -0.026 0.009 0.000 0.356
H 5.452 -2.109 1.147 -0.039 -0.056 -0.220 0.189
H 3.980 -1.125 2.528 0.071 -0.010 0.093 0.295
H 1.764 -0.100 2.882 -0.005 0.062 0.074 0.401
H -1.148 -1.091 -0.135 0.075 -0.023 0.155 0.275
C -3.635 -0.844 0.304 0.029 0.004 0.062 0.583
C -4.611 -1.211 1.221 0.131 0.055 -0.042 -0.588
C -5.555 -2.166 0.895 -0.031 -0.040 -0.076 -0.843
C -5.552 -2.775 -0.354 -0.014 0.059 0.048 1.005
C -4.577 -2.400 -1.269 0.039 -0.031 0.031 -1.082
C -3.629 -1.446 -0.947 -0.013 -0.017 0.088 -0.372
H -2.898 -1.151 -1.685 0.054 0.062 -0.108 0.389
H -4.563 -2.854 -2.249 -0.015 -0.044 -0.100 0.306
C -6.571 -3.819 -0.692 0.029 -0.039 0.040 -1.441
H -6.618 -3.985 -1.765 -0.050 -0.046 -0.060 0.352
H -6.312 -4.763 -0.211 -0.048 -0.083 -0.016 0.285
H -7.556 -3.524 -0.337 -0.089 -0.031 -0.015 0.374
H -6.309 -2.441 1.619 -0.084 -0.026 0.075 0.389
H -4.633 -0.744 2.195 0.012 0.054 0.098 0.379
H -2.732 0.533 1.686 0.009 -0.098 -0.169 0.346
H -1.563 2.383 1.083 -0.161 -0.149 -0.080 0.307
H -2.735 3.800 -1.234 0.074 0.113 0.145 0.411
H -1.972 4.588 0.173 -0.067 0.001 -0.063 0.409
H -0.524 2.828 -1.872 -0.032 -0.026 -0.061 0.224
H 0.554 2.881 0.399 0.002 0.093 -0.004 -0.066
H 0.626 4.656 0.295 -0.006 -0.063 -0.009 0.247
H 2.963 4.579 0.335 0.029 -0.026 -0.102 0.321
H 3.763 3.881 -1.097 -0.014 0.058 0.140 0.319
H 2.582 2.282 1.239 -0.044 -0.054 0.116 0.223
H 4.294 2.539 0.897 0.134 -0.014 0.088 0.456
H 3.300 1.583 -0.213 0.019 -0.136 -0.055 0.158
```
Forces are in eV/Å.

As for the orbital gap: 9.3449 eV. The LUMO energy comes out at 0.512 eV. Its energy relative to the best compared isomer or geometry (same formula, charge and spin) is 0.076 eV. Its HOMO energy is -8.83 eV. As for the SMILES: CCOCCCNC(=O)[C@H](NC(=O)c1ccc(NC(C)=O)cc1)c1ccc(C)cc1. As for the spin multiplicity: 1.

Entry 2:
One molecule with the formula C22H22ClN3O4S2 at a distorted geometry, computed with wB97M-V/def2-TZVPD.

Structure (XYZ):
```
54
Properties=species:S:1:pos:R:3:forces:R:3:mulliken_charge:R:1
C 0.488 3.118 -0.965 0.055 0.182 -0.042 -1.312
H 1.470 3.164 -1.446 -0.053 -0.010 0.038 0.364
O 0.170 1.800 -0.568 0.051 -0.355 -0.322 0.570
C -0.144 0.894 -1.525 0.145 -0.229 -0.037 0.578
C 0.217 0.986 -2.862 0.023 0.113 0.158 -0.556
C -0.081 -0.039 -3.745 -0.109 -0.096 0.099 -0.808
C -0.751 -1.160 -3.289 0.080 0.151 0.155 0.044
C -1.159 -1.257 -1.967 0.098 0.151 0.008 -0.930
C -0.865 -0.230 -1.085 0.252 0.517 -0.688 0.053
N -1.331 -0.258 0.237 -0.522 0.837 0.445 0.343
S -2.035 1.115 0.883 -0.625 -0.446 0.186 1.657
O -1.223 1.690 1.926 -0.246 -0.153 0.127 -0.877
O -2.487 1.946 -0.189 -0.094 -0.150 -0.159 -0.776
C -3.469 0.369 1.656 0.430 0.264 -0.044 -0.292
C -4.405 -0.230 0.833 -0.100 -0.046 -0.113 -0.338
C -5.526 -0.814 1.397 0.081 0.036 -0.092 -0.732
C -5.698 -0.791 2.773 0.005 0.013 0.079 -0.359
C -4.756 -0.185 3.588 -0.035 -0.010 -0.023 -0.707
C -3.632 0.401 3.027 0.154 0.117 0.062 -0.118
H -2.882 0.888 3.630 0.056 0.029 0.120 0.480
H -4.895 -0.166 4.658 -0.001 0.006 0.085 0.401
H -6.573 -1.246 3.212 -0.070 -0.043 0.036 0.391
H -6.266 -1.283 0.767 -0.051 -0.030 -0.067 0.407
H -4.242 -0.220 -0.233 -0.071 -0.064 -0.174 0.433
C -0.904 -1.290 1.153 0.332 -0.348 0.201 -0.864
H -1.136 -2.277 0.741 0.035 0.140 0.101 0.330
C 0.606 -1.244 1.452 -0.464 0.041 0.129 0.585
O 1.325 -2.198 1.240 0.069 -0.391 -0.140 -0.677
N 1.006 -0.085 1.998 0.025 0.385 0.213 0.017
H 0.343 0.683 2.066 0.093 -0.241 -0.026 0.400
C 2.403 0.214 2.198 0.141 -0.194 -0.036 -1.111
C 2.826 1.405 1.338 0.393 -0.148 -0.229 0.648
H 2.177 1.469 0.468 -0.007 0.080 0.157 -0.694
H 2.810 2.341 1.893 0.018 0.070 -0.026 0.496
S 4.518 1.225 0.701 0.090 0.350 0.252 -0.282
C 4.240 0.014 -0.549 -0.065 0.090 0.077 0.479
N 2.985 -0.298 -0.822 -0.051 0.195 0.254 0.112
C 2.756 -1.230 -1.730 0.047 -0.312 -0.328 0.073
C 3.764 -1.877 -2.422 -0.005 0.011 -0.010 -1.104
C 5.081 -1.525 -2.149 -0.085 0.062 0.044 -0.248
C 5.334 -0.563 -1.192 -0.119 -0.017 -0.001 -0.894
H 6.335 -0.259 -0.931 0.134 -0.014 0.010 0.417
H 5.897 -2.003 -2.670 0.056 -0.034 -0.034 0.396
H 3.528 -2.635 -3.152 -0.041 -0.075 -0.069 0.441
H 1.713 -1.460 -1.897 -0.093 -0.132 -0.100 0.346
H 2.953 -0.685 1.906 -0.057 0.191 0.120 0.596
H 2.594 0.416 3.257 0.069 -0.058 -0.094 0.274
H -1.464 -1.151 2.081 0.059 -0.206 0.012 0.549
H -1.704 -2.122 -1.627 -0.096 -0.089 0.026 0.454
Cl -1.109 -2.451 -4.379 -0.057 -0.218 -0.180 -0.239
H 0.215 0.032 -4.779 0.022 -0.019 -0.094 0.451
H 0.756 1.847 -3.224 0.068 0.100 0.005 0.474
H -0.278 3.516 -1.635 0.006 -0.019 0.003 0.415
H 0.502 3.700 -0.046 0.032 0.018 -0.074 0.245
```
Forces are in eV/Å.

As for the orbital gap: 8.5717 eV. The LUMO energy comes out at 0.429 eV. Its energy relative to the best compared isomer or geometry (same formula, charge and spin) is 0.000 eV. Its HOMO energy is -8.14 eV. As for the SMILES: COc1ccc(Cl)cc1N(CC(=O)NCCSc1ccccn1)S(=O)(=O)c1ccccc1. As for the spin multiplicity: 1.

Entry 3:
One molecule with the formula C3H9N3O at a distorted geometry, computed with wB97M-V/def2-TZVPD.

Structure (XYZ):
```
16
Properties=species:S:1:pos:R:3:forces:R:3:mulliken_charge:R:1
C -0.271 0.726 -0.115 -0.387 0.349 -0.604 -0.411
N 0.751 -0.170 -0.575 2.472 -0.983 0.308 -0.262
C 1.963 -0.392 0.111 -1.982 0.712 2.400 0.541
N 2.297 0.566 1.076 0.092 -0.097 -0.711 -0.440
O 2.473 -1.487 0.167 0.623 -0.296 -0.919 -0.618
C -1.634 0.070 0.036 -0.093 -1.177 -0.044 -0.571
N -1.951 -0.854 -1.084 -0.414 1.004 -0.361 -0.556
H -0.409 1.544 -0.837 0.154 -0.079 0.020 0.202
H 0.017 1.190 0.825 -0.005 -0.073 0.177 0.301
H 0.542 -1.128 -0.823 -1.065 0.323 -0.616 0.263
H 3.054 0.289 1.674 0.236 0.032 -0.154 0.226
H 2.208 1.547 0.897 -0.016 0.164 -0.112 0.216
H -1.700 -0.625 0.868 0.423 0.512 0.747 0.366
H -2.323 0.905 0.213 -0.336 -0.394 -0.200 0.321
H -2.346 -1.718 -0.750 0.046 -0.061 0.252 0.211
H -2.670 -0.464 -1.684 0.251 0.063 -0.182 0.210
```
Forces are in eV/Å.

As for the orbital gap: 10.0658 eV. The LUMO energy comes out at 0.855 eV. Its energy relative to the best compared isomer or geometry (same formula, charge and spin) is 0.562 eV. Its HOMO energy is -9.21 eV. As for the SMILES: NCCNC(N)=O. As for the spin multiplicity: 1.

Entry 4:
One molecule with the formula C7H11NO3S, computed with wB97M-V/def2-TZVPD.

Structure (XYZ):
```
23
Properties=species:S:1:pos:R:3:forces:R:3:mulliken_charge:R:1
C 1.248 -0.584 -2.863 0.400 -0.683 -0.067 -0.686
C -0.097 -0.905 -0.957 0.536 -0.557 0.187 0.344
C -1.456 -0.566 -0.351 0.062 -0.725 -0.048 0.467
C -1.611 0.925 -0.133 0.507 0.757 -0.201 -0.932
C -0.465 1.685 0.565 -0.169 -0.143 -0.155 -0.599
C 1.427 0.517 2.311 0.531 -0.376 0.207 -0.751
C -0.920 -1.787 1.697 -0.163 0.057 -0.253 0.769
H 2.062 -0.137 -2.278 -0.336 -0.033 -0.111 0.312
H 1.145 -0.100 -3.832 -0.034 0.051 0.155 0.246
H 1.487 -1.654 -3.016 -0.180 0.521 0.143 0.293
H -2.230 -0.867 -1.086 0.418 0.063 0.373 0.303
H -1.681 1.382 -1.127 -0.222 -0.044 0.055 0.428
H -2.549 1.074 0.382 -0.278 0.147 0.159 0.369
H 0.463 1.498 0.000 -0.156 0.242 0.334 0.233
H -0.705 2.764 0.511 0.250 -0.528 -0.032 0.393
H 2.195 1.231 1.995 -0.116 -0.100 0.163 0.333
H 1.623 0.190 3.350 -0.070 0.272 -0.539 0.307
H 1.485 -0.374 1.675 -0.150 0.215 0.110 0.180
N -1.659 -1.332 0.848 0.255 -0.407 0.621 -0.530
O -0.019 -0.442 -2.204 0.135 0.268 -0.117 -0.297
O 0.791 -1.512 -0.397 -0.647 0.572 -0.380 -0.601
O -0.338 -2.285 2.582 -0.360 0.295 -0.464 -0.486
S -0.197 1.280 2.327 -0.212 0.135 -0.140 -0.096
```
Forces are in eV/Å.

As for the orbital gap: 9.0932 eV. The LUMO energy comes out at 0.623 eV. Its energy relative to the best compared isomer or geometry (same formula, charge and spin) is 0.794 eV. Its HOMO energy is -8.47 eV. As for the SMILES: COC(=O)[C@H](CCSC)N=C=O. As for the spin multiplicity: 1.

Question: HOMO of number 2 (C22H22ClN3O4S2)?
Answer: -8.14 eV